# 1
{"formula": "C5H7NO", "method": "ωB97M-V with the def2-TZVPD basis set", "symbols": ["C", "C", "C", "C", "N", "C", "O", "H", "H", "H", "H", "H", "H", "H"], "coordinates": [[-2.099, 0.061, -0.095], [-0.666, 0.235, -0.576], [0.886, 1.053, 0.732], [1.963, 0.412, 0.263], [1.599, -0.488, -0.750], [0.261, -0.822, -0.231], [0.055, -1.706, 0.563], [-2.762, 0.877, -0.404], [-2.102, -0.028, 0.987], [-2.562, -0.869, -0.481], [-0.624, 0.501, -1.653], [0.804, 1.521, 1.721], [3.007, 0.446, 0.613], [2.186, -1.298, -0.846]], "forces_ev_per_a": [[0.23, 0.24, 0.33], [0.45, 0.35, 0.75], [-0.60, 0.00, -0.82], [-0.58, 0.23, -0.23], [0.09, -0.48, -0.09], [-0.06, -0.64, 0.27], [0.11, -0.71, -0.70], [0.34, -0.02, 0.14], [-0.19, 0.02, 0.11], [0.56, 0.28, -0.01], [0.64, 0.62, 0.98], [-0.55, 0.16, -0.86], [-0.67, 0.15, -0.02], [0.23, -0.20, 0.16]], "mulliken_charge": [-1.135, 0.055, -0.497, -0.103, -0.338, 0.441, -0.608, 0.359, 0.290, 0.291, 0.293, 0.300, 0.322, 0.331], "homo_lumo_gap_ev": 9.0, "homo_energy_ev": -8.70, "total_charge": 0, "e_above_lowest_ev": 4.038, "largest_force_ev_per_a": 1.329, "total_energy_ha": -324.5761}

***

# 2
{"formula": "C5H7NO", "method": "ωB97M-V with the def2-TZVPD basis set", "symbols": ["O", "C", "C", "C", "N", "C", "C", "H", "H", "H", "H", "H", "H", "H"], "coordinates": [[-2.943, 0.707, 1.052], [-1.760, 0.723, 1.429], [-0.710, 0.126, 0.745], [-0.730, -0.457, -0.636], [0.759, -0.311, -0.591], [1.660, -0.403, -1.477], [0.789, 0.150, 0.831], [-1.479, 1.239, 2.381], [-0.993, -1.519, -0.778], [-1.166, 0.121, -1.468], [1.389, -0.709, -2.484], [2.692, -0.179, -1.219], [1.315, -0.599, 1.451], [1.332, 1.108, 0.913]], "forces_ev_per_a": [[-0.03, 0.05, 0.05], [0.29, -0.07, -0.01], [-0.39, 0.16, 0.14], [-0.04, -0.14, -0.19], [0.52, -0.09, -0.47], [-0.26, 0.00, 0.27], [0.24, 0.06, 0.10], [-0.08, -0.07, -0.15], [0.00, 0.11, 0.05], [0.05, -0.04, 0.19], [0.01, 0.06, 0.13], [-0.13, -0.01, -0.02], [-0.07, 0.10, -0.10], [-0.11, -0.13, 0.02]], "mulliken_charge": [-0.657, -0.323, 0.204, -0.480, 0.138, -0.155, -0.503, 0.259, 0.208, 0.274, 0.283, 0.279, 0.209, 0.263], "homo_lumo_gap_ev": [5.8, 5.8], "homo_energy_ev": [-6.62, -6.62], "total_charge": 0, "e_above_lowest_ev": 4.190, "largest_force_ev_per_a": 0.703, "total_energy_ha": -324.5705}

***

# 3
{"formula": "C5H7NO", "method": "ωB97M-V with the def2-TZVPD basis set", "symbols": ["O", "C", "C", "C", "C", "C", "N", "H", "H", "H", "H", "H", "H", "H"], "coordinates": [[-1.081, -2.373, -0.549], [-0.714, -1.241, -0.301], [-0.365, -0.711, 1.066], [0.875, 0.198, 0.901], [0.539, 1.375, 0.033], [-0.114, 1.040, -1.085], [-0.568, -0.282, -1.288], [-0.245, -1.554, 1.751], [-1.250, -0.149, 1.430], [1.441, 0.310, 1.827], [1.632, -0.086, 0.143], [1.025, 2.330, 0.179], [-0.300, 1.722, -1.905], [-0.876, -0.580, -2.202]], "forces_ev_per_a": [[0.02, 0.41, 0.01], [-0.02, -0.05, -0.09], [0.30, -0.09, -0.13], [0.30, 0.00, -0.26], [-0.44, 0.26, -0.06], [-0.16, 0.22, 0.21], [-0.06, -0.02, -0.05], [0.23, 0.12, -0.22], [0.55, 0.06, -0.16], [-0.39, 0.61, -0.03], [-0.03, -1.75, 0.81], [-0.32, 0.12, -0.11], [-0.04, -0.04, 0.08], [0.05, 0.14, 0.01]], "mulliken_charge": [-0.625, 0.351, -0.455, -0.529, -0.602, -0.184, -0.103, 0.304, 0.244, 0.375, 0.249, 0.343, 0.391, 0.241], "homo_lumo_gap_ev": 9.5, "homo_energy_ev": -8.63, "total_charge": 0, "smiles": "O=C1CCC=CN1", "e_above_lowest_ev": 0.578, "largest_force_ev_per_a": 1.932, "total_energy_ha": -324.7032}

***

# 4
{"formula": "C5H7NO", "method": "ωB97M-V with the def2-TZVPD basis set", "symbols": ["N", "C", "O", "C", "C", "C", "C", "H", "H", "H", "H", "H", "H", "H"], "coordinates": [[1.863, -1.563, 0.782], [0.939, -0.770, 0.444], [1.001, 0.026, -0.730], [0.349, 1.247, -0.338], [-0.933, 0.676, 0.298], [-1.283, -0.274, -0.771], [-0.343, -0.469, 1.026], [2.538, -1.626, 0.019], [0.137, 1.872, -1.210], [1.038, 1.749, 0.346], [-1.685, 1.316, 0.751], [-1.022, 0.007, -1.810], [-1.806, -1.199, -0.680], [-0.793, -0.992, 1.874]], "forces_ev_per_a": [[-0.57, -0.16, -0.29], [0.29, 0.21, -0.69], [1.73, 0.53, 0.55], [0.15, 0.19, -0.06], [-0.08, 0.12, -0.15], [-1.20, -0.24, 0.13], [-0.15, -0.45, -0.63], [0.16, 0.24, 0.27], [0.15, -0.25, 0.03], [-0.39, 0.30, 0.11], [0.27, 0.17, 0.11], [0.55, -0.76, 0.84], [-1.09, 0.06, 0.40], [0.16, 0.03, -0.63]], "mulliken_charge": [-0.757, 0.540, -0.417, -0.580, 0.262, -0.694, -0.698, 0.277, 0.294, 0.344, 0.421, 0.221, 0.361, 0.428], "homo_lumo_gap_ev": [8.0, 8.1], "homo_energy_ev": [-8.16, -8.08], "total_charge": 0, "e_above_lowest_ev": 4.394, "largest_force_ev_per_a": 1.894, "total_energy_ha": -324.5630}